The following is a DFT calculation (ωB97M-V with the def2-TZVPD basis set) of a 4-piece molecular cluster, C71H62F9N4O11S overall.

Each line ends with the Mulliken charge.
Cartesian coordinates (Å):
S (4.385, -0.535, 0.714)  1.65
F (5.363, 0.110, 4.598)  -0.30
F (7.718, 2.007, 4.046)  -0.23
F (5.976, 2.061, 1.772)  -0.26
F (6.708, -0.278, 2.900)  -0.27
F (5.999, 2.653, 5.221)  -0.22
F (6.653, 3.834, 3.523)  -0.21
F (3.172, 0.039, 2.988)  -0.07
F (4.454, -1.757, 2.972)  -0.31
F (4.331, 2.305, 3.186)  -0.17
O (1.002, 1.256, 2.976)  -0.57
O (0.716, -1.508, -6.088)  -0.69
O (3.979, -1.875, 0.361)  -0.75
O (-3.003, -3.775, 5.190)  -0.69
O (0.364, -7.516, 7.034)  -0.65
O (-7.779, -0.300, -6.905)  -0.65
O (-4.335, 2.383, -3.789)  -0.73
O (1.018, -6.701, -7.407)  -0.64
O (5.638, -0.017, 0.240)  -0.64
O (-0.103, -0.471, 3.925)  -0.10
O (4.284, 4.028, -3.057)  -0.57
N (-0.324, 0.848, 0.580)  0.58
N (1.754, -0.152, 0.211)  0.10
N (0.981, 1.366, -1.327)  0.24
N (4.077, 1.236, -4.296)  -0.70
C (-6.296, 3.877, -5.135)  -0.56
C (-2.249, -4.615, 5.640)  0.44
C (-4.130, -6.068, 6.348)  -0.50
C (-0.601, 0.005, 1.722)  -2.13
C (-5.104, 1.790, -4.525)  0.54
C (-5.891, -0.392, -5.500)  0.48
C (2.938, -5.704, -5.635)  -0.67
C (-0.280, -3.222, 5.070)  -0.23
C (0.932, -5.537, -7.088)  0.55
C (-1.356, 1.894, 0.343)  -1.32
C (0.105, -5.373, 6.094)  0.15
C (-1.321, -2.562, -7.695)  -0.54
C (-1.794, 2.528, 1.662)  0.70
C (2.845, -2.990, -5.036)  -0.68
C (-0.259, -3.330, -7.242)  0.13
C (1.869, -3.555, -5.852)  0.06
C (1.929, -4.915, -6.169)  0.52
C (3.529, 4.144, -2.124)  0.08
C (-2.738, 4.026, 4.016)  -1.30
C (3.862, 5.020, -0.961)  0.53
C (-4.986, 0.318, -4.712)  0.26
C (3.511, 5.894, 1.342)  -0.76
C (-1.962, 3.055, 4.912)  -0.05
C (0.204, 0.369, 2.936)  0.32
C (-1.879, -6.860, 6.705)  0.13
C (3.854, -3.783, -4.514)  -0.40
C (-3.950, -0.352, -4.080)  -0.73
C (3.366, 1.325, -1.032)  1.61
C (1.085, -2.990, 5.043)  -0.11
C (3.037, 0.590, 0.285)  -2.71
C (-2.078, 4.021, 1.536)  -1.15
C (6.524, 2.590, 4.001)  0.47
C (-1.132, -5.231, -8.438)  -0.58
C (-2.286, -3.123, -8.514)  -0.56
C (3.891, -5.141, -4.805)  -0.62
C (-0.403, -6.664, 6.645)  0.60
C (-4.623, -7.240, 6.895)  -0.52
C (0.428, 3.216, 7.769)  -1.36
C (-0.772, -4.409, 5.601)  -0.24
C (-6.989, 0.314, -6.225)  0.56
C (0.771, -2.692, -6.371)  0.53
C (2.147, 2.264, -1.144)  -0.90
C (1.959, -3.950, 5.551)  -0.88
C (0.744, 0.687, -0.159)  -0.10
C (5.547, 0.290, 3.264)  0.66
C (4.372, -0.469, 2.587)  0.29
C (2.195, 3.423, -2.133)  -0.93
C (-7.069, 1.797, -6.086)  0.16
C (5.002, 5.893, -1.097)  -0.69
C (-3.748, -8.228, 7.334)  -0.49
C (5.579, 1.819, 3.035)  0.75
C (-3.819, -1.718, -4.216)  -0.56
C (-1.954, 4.711, 2.894)  -0.80
C (1.474, -5.136, 6.071)  -0.63
C (-2.186, -4.456, -8.894)  -0.55
C (-8.048, 2.485, -6.790)  -0.58
C (3.601, 0.271, -2.152)  -1.91
C (-6.182, 2.498, -5.262)  0.21
C (3.116, 5.037, 0.259)  0.21
C (0.009, 2.575, 6.444)  -0.08
C (-5.764, -1.771, -5.629)  -0.77
C (4.647, 6.764, 1.192)  -0.50
C (-4.730, -2.431, -4.985)  -0.54
C (5.387, 6.761, -0.022)  -0.63
C (-2.380, -8.039, 7.240)  -0.57
C (-0.629, 3.556, 5.434)  0.10
C (3.248, 0.601, -3.576)  -0.47
C (-7.278, 4.556, -5.836)  -0.49
C (-2.758, -5.874, 6.246)  0.14
C (-0.171, -4.676, -7.603)  0.19
C (-8.149, 3.861, -6.667)  -0.49
H (-1.049, -6.272, -8.720)  0.49
H (-8.723, 1.936, -7.430)  0.48
H (-0.982, 2.679, -0.292)  0.76
H (6.240, 7.409, -0.134)  0.43
H (-0.725, 1.797, 6.632)  0.30
H (0.155, 1.781, -1.728)  0.59
H (0.863, 2.112, 5.964)  -0.05
H (2.985, 1.324, 1.090)  1.16
H (1.944, 3.098, -3.132)  0.62
H (2.971, -6.757, -5.878)  0.50
H (-0.391, -1.039, 1.494)  0.72
H (-0.328, 3.052, 8.526)  0.30
H (-3.044, 4.212, 1.085)  0.36
H (4.267, 1.897, -0.843)  1.68
H (-7.364, 5.629, -5.739)  0.40
H (2.249, 4.412, 0.390)  0.43
H (-4.802, -5.297, 5.999)  0.47
H (2.806, -1.933, -4.818)  0.70
H (2.046, 2.720, -0.165)  -0.54
H (3.715, 1.353, -5.240)  0.32
H (-3.118, -2.522, -8.855)  0.47
H (-6.474, -2.313, -6.238)  0.51
H (1.479, -2.071, 4.638)  0.46
H (-2.311, 5.728, 2.771)  0.50
H (-0.281, 0.024, 4.737)  0.26
H (-2.207, 1.442, -0.139)  0.07
H (-2.710, 2.052, 1.990)  0.59
H (-1.810, 2.110, 4.392)  -0.20
H (1.589, -0.620, 1.097)  0.37
H (0.532, 4.288, 7.658)  0.37
H (4.613, -3.344, -3.880)  0.49
H (-1.661, 0.033, 1.924)  0.51
H (-8.910, 4.394, -7.219)  0.41
H (2.146, -5.885, 6.463)  0.50
H (-0.987, -2.505, 4.694)  0.83
H (3.135, -0.672, -1.894)  0.54
H (1.379, 2.831, 8.114)  0.36
H (-1.344, 4.479, 0.875)  0.49
H (5.560, 5.890, -2.018)  0.50
H (1.436, 4.140, -1.824)  0.70
H (4.950, 7.407, 2.001)  0.44
H (0.065, 3.665, 4.606)  -0.27
H (3.026, -3.769, 5.541)  0.45
H (-0.894, 4.781, 3.111)  0.34
H (-4.622, -3.502, -5.087)  0.46
H (-3.002, -2.232, -3.727)  0.46
H (2.286, 0.262, -3.957)  0.62
H (-2.590, 2.857, 5.776)  0.60
H (-5.612, 4.409, -4.490)  0.46
H (2.961, 5.904, 2.270)  0.46
H (-5.691, -7.388, 6.979)  0.40
H (-3.160, 4.798, 4.651)  0.34
H (-2.936, -4.894, -9.538)  0.42
H (-3.247, 0.210, -3.490)  0.69
H (4.668, 0.085, -2.164)  0.64
H (-4.136, -9.146, 7.755)  0.41
H (-1.005, 2.432, 2.395)  -0.50
H (-3.583, 3.499, 3.583)  0.51
H (4.675, -5.761, -4.391)  0.40
H (-1.692, -8.799, 7.583)  0.48
H (-1.393, -1.526, -7.396)  0.53
H (-0.748, 4.546, 5.862)  0.55

Its net charge is +1. The spin multiplicity is 1. The LUMO energy is -2.90 eV. The energy is -138402.823 eV. For the HOMO energy, the calculation gives -11.3 eV. For the gap between HOMO and LUMO, the calculation gives 0.3077 hartree. For the largest force on an atom, the calculation gives 0.043 Eh/bohr.

***

The following is a DFT calculation (ωB97M-V with the def2-TZVPD basis set) of one molecule with the formula C3H4Cl2Si.

Each line ends with the Mulliken charge.
Cartesian coordinates (Å):
Cl (-1.495, 2.104, 2.348)  -0.23
Cl (1.892, 1.997, 1.930)  -0.21
Si (0.065, 2.039, 1.027)  0.60
C (-0.172, -0.733, -0.562)  0.80
C (-0.071, -1.988, -1.168)  -1.06
C (-0.072, 0.268, 0.117)  -0.62
H (0.338, -1.717, -2.119)  0.28
H (0.664, -2.647, -0.589)  0.26
H (-1.014, -2.649, -1.216)  0.28
H (-0.134, 3.326, 0.230)  -0.10

Its net charge is 0. The spin multiplicity is 1. Its SMILES is CC#C[SiH](Cl)Cl. The LUMO energy is 0.69 eV. The energy is -36099.120 eV. For the HOMO energy, the calculation gives -10.0 eV. For the gap between HOMO and LUMO, the calculation gives 0.3936 hartree. For the energy above the lowest of the compared OMol25 structures with the same formula, charge and spin, the calculation gives 0.000 eV. For the largest force on an atom, the calculation gives 0.067 Eh/bohr.

***

The following is a DFT calculation (ωB97M-V with the def2-TZVPD basis set) of an isolated ion of composition C5H8N and charge +1.

Each line ends with the Mulliken charge.
Cartesian coordinates (Å):
N (-0.773, -0.367, -1.780)  -0.21
C (-0.356, 1.148, 0.171)  -0.40
C (0.265, 0.100, 0.908)  0.62
C (-1.364, 0.297, -0.546)  -0.16
C (1.440, 0.034, 1.798)  -1.05
C (-1.032, -0.412, 0.756)  -0.45
H (-2.463, 0.563, -0.567)  0.40
H (0.029, -0.810, -1.324)  0.37
H (2.507, 0.479, 1.463)  0.31
H (-0.568, 0.350, -2.515)  0.36
H (-1.280, -1.012, -2.304)  0.33
H (-0.524, 2.211, 0.421)  0.30
H (1.039, 0.647, 2.645)  0.28
H (1.605, -1.014, 2.164)  0.31

Its net charge is +1. The spin multiplicity is 1. Its SMILES is CC1=C2[C@@H]1[C@H]2[NH3+]. The LUMO energy (alpha / beta) is -3.94 / -3.94 eV. The energy is -6793.087 eV. For the HOMO energy (alpha / beta), the calculation gives -13.1 / -13.1 eV. For the gap between HOMO and LUMO (alpha / beta), the calculation gives 0.3348 / 0.3348 hartree. For the energy above the lowest of the compared OMol25 structures with the same formula, charge and spin, the calculation gives 5.001 eV. For the largest force on an atom, the calculation gives 0.060 Eh/bohr.

***

The following is a DFT calculation (ωB97M-V with the def2-TZVPD basis set) of an isolated ion of composition C3H3F4O3S and charge -1.

Each line ends with the Mulliken charge.
Cartesian coordinates (Å):
S (-3.164, -1.559, 0.101)  0.49
F (-3.099, 0.631, -1.620)  -0.29
F (-2.190, 2.485, 1.046)  -0.31
F (-1.246, 2.203, -0.877)  -0.32
F (-4.130, 1.034, 0.241)  -0.29
O (-0.623, 0.989, 0.905)  -0.35
O (-1.897, -2.064, -0.472)  -0.71
O (-3.167, -1.599, 1.564)  -0.59
C (-1.652, 1.537, 0.252)  0.76
C (-3.013, 0.449, -0.270)  0.36
C (0.111, 0.009, 0.177)  -0.55
H (0.942, -0.261, 0.822)  0.21
H (0.485, 0.431, -0.759)  0.29
H (-0.511, -0.871, -0.037)  0.29

Its net charge is -1. The spin multiplicity is 1. The LUMO energy is 3.91 eV. The energy is -31007.874 eV. For the HOMO energy, the calculation gives -4.1 eV. For the gap between HOMO and LUMO, the calculation gives 0.2938 hartree. For the energy above the lowest of the compared OMol25 structures with the same formula, charge and spin, the calculation gives 0.000 eV. For the largest force on an atom, the calculation gives 0.058 Eh/bohr.